DFT (ωB97M-V/def2-TZVPD) results for C33H45F2GeN4O3SbSeZr as an isolated structure.

LUMO energy = -5.51 eV
charge = +2
multiplicity = 1
electronic energy = -182159.233 eV
frontier orbital gap = 7.91 eV

Geometry (Å):
H -6.1160 2.2526 -3.0925
C -6.1683 -1.5037 -1.6844
H -2.6240 -4.1659 1.1127
H 4.3357 -4.3832 0.5899
H 1.4390 2.1588 3.5385
C -0.8959 1.8495 -2.9202
C 0.2137 2.5498 -0.9989
H -3.6337 -3.1661 2.1482
C -1.9096 0.7255 2.4296
C 2.8456 -1.4695 -1.3344
H 5.5264 -2.7168 3.1450
C 0.5020 1.6948 3.2658
C 3.6753 -4.9241 1.2687
O -2.3739 0.0388 -1.1581
H -1.8790 1.2371 -4.7033
H -7.2488 1.7200 -4.3561
H 4.6131 -2.6894 4.6639
H -2.5867 1.0626 4.4263
C -0.7236 -2.3335 -1.8384
H -1.3957 -2.2634 2.8765
F -1.8865 -2.5063 -2.5146
Se 0.6224 -2.4685 1.4286
C -3.3013 0.3942 1.9929
H -7.1669 -1.8738 -1.8664
N -0.2629 1.5407 -1.7642
H -0.0454 -2.9826 3.7844
C -3.4729 -3.4820 1.1138
H 1.7727 -4.1996 4.8960
C -5.7635 -0.3131 -2.3272
C -4.4831 0.1971 -2.1274
Sb 1.6604 2.2649 0.5833
H 3.4107 0.7215 3.5466
H -3.4196 0.4945 0.9232
C -1.1352 3.1771 -3.2680
C 4.7827 -0.0452 -1.2231
H -0.1678 -3.2605 -1.9403
H 1.8302 -2.8011 -2.6681
H -0.9224 5.2357 -2.7088
C -0.5145 1.5541 4.2018
C 3.9764 0.9056 -0.6252
Zr -0.5729 -0.5230 -0.5252
C -0.7238 4.2043 -2.4488
H -3.5927 -0.6099 2.3015
H -4.3585 -4.0051 0.7751
H -5.5273 1.2939 -4.4880
H 1.0754 -5.0128 3.4752
H 3.0187 -1.7518 1.3686
C -3.9897 -1.6585 -0.6218
H -1.6428 3.3858 -4.1992
H -5.6355 -3.0484 -0.3672
H -4.1476 1.1064 -2.6033
C -6.3570 1.4567 -3.7984
C -1.7350 1.1034 3.7608
H 1.6483 -3.2249 -0.9552
F 0.0257 -1.3174 -2.5941
H 5.8328 0.1404 -1.4066
H -0.0821 -1.2206 3.4947
H 4.1845 -5.8392 1.5703
H 4.7922 -2.0437 -1.9891
C 4.2032 -1.2490 -1.5528
H -0.3698 1.8523 5.2320
C 2.3308 -2.8270 -1.7023
H -0.4056 0.3452 -4.3486
H 5.4153 -4.1695 4.1377
H 0.3895 4.6592 -0.6682
C 2.0017 -4.7817 4.0028
C -5.3028 -2.1453 -0.8559
H -3.9880 1.0858 2.4805
N 2.0420 -0.5195 -0.7917
H 2.4410 -5.7261 4.3245
C 2.4042 -2.1728 2.1641
N -0.8822 0.7497 1.5516
Ge 3.2563 -3.8452 2.8395
C -1.2956 0.7888 -3.9022
O -1.9513 -1.8192 0.5381
C -3.5954 -0.4751 -1.2987
C -0.0082 3.8806 -1.3064
C -3.1068 -2.2796 0.2996
O -6.6768 0.2492 -3.1060
H -1.8779 -0.0107 -3.4569
H 3.1636 -3.5205 -1.7868
H 2.3018 -1.4140 2.9416
C 2.6329 0.6351 -0.4176
C 4.8656 -3.2941 3.7925
C 0.2896 1.3015 1.9569
H 4.3167 1.8819 2.8689
H 4.3892 1.8562 -0.3117
N 3.7233 1.0855 2.6518
H 4.3389 0.3789 2.2605
H 2.7676 -5.2061 0.7335
C -0.3341 -2.1979 3.0918

Forces on atoms 1 to 6 (eV/Å):
H 0.00 0.00 0.00
C -0.01 0.01 -0.01
H 0.00 0.00 0.00
H 0.01 0.01 -0.02
H 0.02 -0.01 0.00
C 0.01 0.04 -0.02


DFT (ωB97M-V/def2-TZVPD) results for C33H45KN11O4S2 as an isolated structure at a distorted geometry.

LUMO energy = 0.06 eV
charge = -1
multiplicity = 1
energy relative to the best compared isomer or geometry (same formula, charge and spin) = 1.575 eV
electronic energy = -97520.612 eV
frontier orbital gap = 2.76 eV

Geometry (Å):
C -0.7771 3.0201 -6.4298
H 1.8213 5.5980 -0.8578
H 1.3618 3.6263 3.0050
C 0.0068 -1.0425 3.1879
N 4.2532 -1.1394 -1.3800
H -0.7967 2.4126 -7.3138
N 3.4799 -2.1227 -1.9475
H -3.7922 1.3126 2.1715
H -3.4522 3.8198 4.9537
N -1.8038 2.1819 -2.9053
H -0.1543 4.6858 -7.5777
C 3.6454 -3.4831 -1.8310
C -0.0830 4.3562 4.3016
C 1.3757 -4.2379 3.9291
S 2.5497 -5.2877 2.9616
H 2.3123 2.9320 -1.2026
H -4.8380 0.8095 -2.1698
H -5.5529 1.3685 0.2289
H -1.4640 4.8973 5.8127
H 4.0300 -7.9289 2.7031
C 0.0852 3.5492 -3.5012
N -2.3178 2.1688 0.9935
H 2.7800 -8.8809 1.7964
N -1.1974 -5.2262 0.8128
H -0.7405 -3.8383 4.2480
H 4.6525 -4.1950 -0.0637
H -3.6376 3.3625 -1.0218
O -1.2285 -5.4076 -0.4325
H -3.3744 0.7130 -1.2806
H 4.0831 -1.0710 -0.3725
C -1.1663 -2.8440 0.2981
C 2.0292 -7.0382 2.7879
H -3.0258 0.6358 -3.6183
H 0.0087 -0.0300 2.7397
H -3.5040 0.4732 0.6822
C -3.1384 1.6494 -3.1569
H 0.7235 4.9252 4.8091
C -1.4020 2.5265 -5.2703
H 1.1589 -3.4684 -3.6092
N 0.1138 3.2645 0.8243
H 0.2113 4.9872 -1.2247
C 0.2810 3.7026 3.1624
K -0.3024 0.7130 -0.5419
H 4.8984 -5.1610 -1.4789
H 3.3044 -7.3516 1.1862
C 4.7971 -4.1514 -1.1443
H -1.3937 -2.8575 -0.7708
C -0.9856 -3.9012 1.1349
H 2.1079 3.8585 1.0084
H 4.0035 -0.3107 -1.8997
N 0.8216 3.0211 -2.5895
O -1.3599 -6.1059 1.7247
H 1.8635 -7.3856 3.8224
H -5.2102 2.9346 0.9414
H 1.0690 -7.0375 2.2583
C 1.8010 3.6930 -1.8129
H 1.8602 -3.2108 3.9359
C -3.9588 1.3757 -1.9044
C -0.0628 -4.1813 3.4744
H 1.4329 -4.6433 4.9565
C -0.4481 3.3024 1.9639
C -1.3866 4.4675 4.8484
H -3.8564 3.0687 2.8440
C 1.1445 4.2887 0.6311
H 2.6133 4.1321 -2.4728
C 0.2265 5.1252 -5.5437
O 2.6057 -4.7438 1.6143
S 1.5730 -0.5905 -3.2963
C -1.9317 2.9145 1.9973
H -3.6259 2.3305 -3.8639
H 0.9507 5.5570 -3.6256
N 2.7066 -4.1791 -2.4774
O 3.7633 -5.3402 3.7322
N 1.8728 -3.2148 -2.9353
H -2.0588 1.6951 -5.3635
H 0.4898 6.1501 -5.8183
H 1.0848 -1.2498 3.4912
H -0.5027 -5.1887 3.2224
H -0.6365 -1.1652 4.0681
C -4.4140 2.5823 -1.0754
C 3.1103 -7.9019 2.1182
H -5.3086 3.0818 -1.4740
N -0.3794 -3.3883 2.2901
C -0.4066 -1.9992 2.1434
C 2.3155 -1.9528 -2.6819
C 0.4503 4.7715 -4.2125
N -0.7870 -1.6859 0.9253
C -3.6256 1.4996 1.0747
C -4.7747 2.1348 0.3408
C -1.1265 2.7399 -3.8835
C -0.2059 4.3149 -6.5696
C -2.7865 3.3133 3.1011
C 1.1962 4.7131 -0.8211
H 0.8190 5.1563 1.2645
C -2.5421 3.8206 4.3283
H 5.6791 -3.5952 -1.4275

Forces on atoms 1 to 6 (eV/Å):
C -0.29 1.56 1.60
H 0.13 0.46 -0.02
H -0.29 0.23 -0.01
C 1.59 -0.04 0.06
N 0.57 -0.15 0.11
H -0.60 -0.12 -0.47


DFT (ωB97M-V/def2-TZVPD) results for a 9-piece molecular cluster, C33H45N4O24 overall at a distorted geometry.

LUMO energy = -4.20 eV
charge = +1
multiplicity = 1
electronic energy = -90045.535 eV
frontier orbital gap = 7.74 eV

Geometry (Å):
H 1.5422 1.1533 1.3356
N 1.9961 0.4785 0.7427
O -7.9320 1.4946 -3.8916
O -3.9443 -0.4357 -0.2095
H 2.6749 0.7732 0.0610
O 4.8465 -2.9540 -2.5480
O -7.9764 -0.7573 -3.9531
C 7.8834 -0.7549 6.4541
C 1.8265 -3.0087 -0.0623
H -5.3384 -1.2835 -5.1800
O -4.3594 1.6800 -0.8259
C -6.8272 5.6930 -2.2025
H -4.4289 3.3623 -2.6957
H 4.1592 -2.7940 6.4442
C -8.2428 2.4721 -2.8870
O -4.0311 2.9314 -5.8646
O 8.9585 -1.4987 8.3353
C 3.6103 -2.5807 4.3753
C -8.0363 0.2642 -3.3461
H 2.6700 -2.0869 4.5796
H -1.1544 -0.4697 -0.4658
C -4.2328 1.7064 -5.3443
C 4.4246 -2.9677 5.4118
H 1.3875 -1.8418 2.6805
H -1.4424 -1.0804 -2.1201
C 2.3765 -3.5225 1.2533
H 1.0869 -3.6743 -0.4990
C -7.9649 1.7080 -1.6080
O -5.7139 6.1699 -1.6072
H -8.6181 1.9815 -0.7836
H -2.8086 -2.1601 0.0717
H 9.4404 -2.2834 6.4927
C -3.0774 -1.4636 -0.7178
H 3.9472 3.8704 4.7668
C -1.9098 -0.6473 -1.2380
O -7.7378 5.3086 -1.2799
C 5.5602 2.9073 2.6748
C -4.1810 3.8924 -4.8103
O 6.8745 -3.1197 -1.6713
C 4.0199 -2.8144 3.0728
C 5.5654 -3.2436 -1.4441
H 1.5369 -3.7481 1.9185
C -4.8948 -2.2540 -4.9915
O 4.6753 2.3692 3.5518
C -3.8659 3.0702 -3.5753
H -7.8364 5.6654 0.7608
O 6.9554 -1.3280 7.3827
O -8.2035 0.3523 -2.0057
H 7.8379 0.3326 6.5294
H -6.7565 4.3444 0.2559
H 3.0910 3.9069 1.8209
H 3.5191 5.2875 2.8555
H 2.9465 -4.4378 1.1218
O 6.5800 2.3994 2.3495
O 7.1095 -1.9649 9.5377
C -7.1163 5.3459 0.0134
O -4.2576 1.7550 -3.9929
H 10.0473 -0.6408 6.7925
H 5.6976 -1.3154 -3.4724
H -7.6233 3.3491 -3.0273
C 3.6772 3.3488 3.8484
H -3.5035 4.7278 -4.9615
O -4.1375 -4.0112 -2.1657
H 7.3004 -3.9327 -3.5163
O -2.5247 0.6003 -1.5677
C 7.6274 -1.6300 8.5258
H -6.9229 1.7908 -1.2891
H 7.6253 -1.0540 5.4411
O -4.4086 -2.3369 -3.6366
H -5.9361 -3.9027 -5.9955
O -4.3973 0.7170 -5.9851
C -4.5902 -3.5974 -3.1935
H -5.0907 6.1053 0.3702
C 9.2081 -1.3145 6.9374
H 3.8306 -1.9634 1.1373
O 5.0821 -3.5710 -0.3990
C 5.6342 -3.5689 5.0825
O -6.9928 5.6024 -3.3761
O 5.0990 4.0956 2.2106
C -3.6738 0.7066 -0.8550
H 1.2399 -1.1380 -0.7788
H -3.5915 -2.0025 -1.5036
N 2.1708 -1.3374 2.2669
H 5.4405 -2.7230 -4.5276
H 7.9170 -2.2857 -3.2619
N 1.2402 -1.6240 0.1166
C 1.7806 -0.8337 1.0260
H -6.8799 -3.1070 -4.7158
H -6.2833 7.3631 -0.0269
C 3.7426 4.2491 2.6290
H 2.7098 2.8707 3.9802
H -9.2914 2.7567 -2.9834
H 5.5969 -3.6387 1.8537
N 6.0423 -3.8300 3.8482
C -5.8805 -3.4055 -5.0322
H 6.2980 -3.8602 5.8894
C 3.1836 -2.4013 1.9053
C 5.7412 -2.4031 -3.5350
H 2.6379 -2.9016 -0.7837
H -5.2085 4.2577 -4.8172
C 7.0821 -2.9560 -3.0855
H -4.0498 -2.3968 -5.6656
H -2.8013 3.0680 -3.3343
C 5.2397 -3.4498 2.8556
O -5.3358 -4.3068 -4.0462
C -5.9825 6.3306 -0.2071

Forces on atoms 1 to 6 (eV/Å):
H 0.76 0.17 0.42
N -0.58 -0.40 0.01
O -0.03 -0.05 0.00
O 0.07 -0.01 0.11
H -0.41 0.07 -0.40
O -0.04 0.11 -0.02


DFT (ωB97M-V/def2-TZVPD) results for C33H46Br3F3IN3O11S as an isolated structure at a distorted geometry.

LUMO energy = -0.66 eV
multiplicity = 1
electronic energy = -299170.607 eV
frontier orbital gap = 8.31 eV

Geometry (Å):
H 1.3723 2.3014 2.1121
C 1.6378 -3.8449 -6.7239
C -1.3102 -0.4394 -0.3043
H -1.5992 -2.3874 0.4468
H 2.6811 5.6731 -3.2605
C -2.4661 -4.6240 -0.9203
H -4.5390 0.2352 1.7246
C 0.6849 -1.9659 3.4063
O -0.0831 -1.0764 -0.6968
H 2.2944 -0.9362 1.0677
O -0.3066 -0.7023 1.7366
H -1.1609 -2.6114 2.5731
H 2.2653 6.1915 -1.6180
H 1.5808 -2.8922 -7.2467
C 0.7775 3.8699 0.8036
O 0.0800 -0.1594 6.2122
O -0.4567 -1.6984 -2.9112
H -4.1190 -1.5966 -1.0407
H -2.1157 3.5869 1.7732
C -2.2488 -1.5876 0.1096
C 4.9205 2.5298 0.8440
N 0.2924 -2.4873 -3.8081
H -0.3331 2.0124 -0.3077
H 0.9655 1.0119 0.2065
H 2.5376 -1.6714 4.4846
H 2.0058 0.3306 -2.0806
H 2.5119 -3.9948 5.3699
H 0.0250 6.8504 -4.6369
H 0.6386 5.2057 -4.9250
C 1.7115 -3.6510 4.7283
O -0.3938 -3.1221 -4.4961
H 1.1203 0.1647 -3.5754
C -0.9106 0.3794 1.0072
C 0.5793 5.7838 -2.8622
C -4.3918 1.2129 1.2864
C 0.0278 5.8245 -4.2660
F -2.8633 -5.3535 -1.9739
F -4.6619 -3.8996 -1.4037
C -2.6861 -0.0197 4.6505
Br -4.3078 -3.6700 1.2198
H -2.8486 -1.2910 0.9606
C 3.0168 -4.4301 -6.9070
O -0.0810 5.3738 -1.9353
C 0.4027 -1.0640 -1.9668
H -4.7261 1.2627 0.2522
H 4.7984 1.4769 1.0855
H -0.9912 5.4445 -4.2664
C 3.9919 3.4136 1.6806
S 2.3484 -0.2102 2.1973
N -2.0699 0.7838 1.7373
I 2.1701 -2.4483 -1.7572
H 0.6876 -5.5424 4.7846
H -5.0133 1.9254 1.8342
H 0.4590 1.1098 -2.1872
C -3.8429 -0.8228 4.1653
H 4.3035 -6.0710 -6.4504
H -0.2941 2.8068 2.2959
H 0.0425 4.0888 0.0406
H 1.2185 0.7703 4.3511
H -2.2956 3.1990 0.0464
C 0.6820 -4.5279 4.4126
C -2.9501 1.6348 1.3581
H 3.4022 2.7875 2.3489
C -0.3194 -2.9096 3.1814
H 2.5961 -6.5163 -6.6340
O -2.6420 1.1704 4.7189
C 2.1597 3.7621 0.2322
N -0.3498 -4.1594 3.6509
O 3.8696 -3.8635 -7.5490
Br -2.2007 0.6522 -1.6382
O 3.1902 4.3269 0.9204
C 1.7433 -2.3547 4.2357
O -1.6505 -0.8195 5.0120
C 3.2814 -5.7619 -6.2447
H 0.8860 -4.5213 -7.1335
H 4.6047 4.0388 2.3206
C 0.2769 0.4108 3.9477
Br -1.9990 -5.8795 0.4850
C -3.6161 -3.5671 -0.5891
H -3.5382 -1.2524 3.2147
C 1.0108 0.2304 -2.4981
H 4.7800 2.6564 -0.2232
H -3.6877 3.6172 0.9918
C 0.6082 -0.5426 2.7690
H -4.7258 -0.2048 4.0950
C 1.9917 6.2751 -2.6671
H 1.4446 -3.6849 -5.6714
H 0.7701 4.6870 1.5248
F -1.3407 -3.9892 -1.2877
H -2.7328 -2.2361 -1.9426
C -3.1869 -2.1473 -0.9588
C 0.0511 1.4826 0.5575
C -2.7392 3.0914 1.0377
H 3.1454 -5.6762 -5.1653
H 5.9586 2.7669 1.0676
C -0.4125 -0.2031 5.1441
H 2.0693 7.3197 -2.9731
C 0.4687 2.5501 1.5671
H -3.9782 -1.6537 4.8548
H -0.3092 1.2793 3.6602
O 2.3547 3.1831 -0.7996

Forces on atoms 1 to 6 (eV/Å):
H -0.10 -0.40 0.20
C 0.32 0.13 -0.39
C -0.50 -1.15 1.19
H 0.19 0.03 0.12
H 0.01 0.09 -0.08
C -0.23 -0.59 0.35


Question: What is the formula in the first record?
Answer: C33H45F2GeN4O3SbSeZr


Question: Which value of LUMO energy does entry 4 give?
Answer: -0.66 eV


Question: Which of these has the lowest LUMO energy?
Answer: C33H45F2GeN4O3SbSeZr